A 16-piece molecular cluster, C32H96O16 overall in a non-equilibrium geometry, computed with ωB97M-V/def2-TZVPD.

Cartesian coordinates (Å):
C1 2.942507 -1.220246 2.110876
C2 2.121639 0.070911 2.289430
O1 2.134713 0.892808 1.055120
H1 2.502940 -1.779098 1.276769
H2 3.017404 -1.797112 3.031365
H3 3.941113 -0.980692 1.749637
H4 2.523432 0.715728 3.081121
H5 1.071433 -0.167400 2.451387
H6 3.042260 1.212659 0.959432
C3 -1.821048 1.184549 4.441421
C4 -0.534431 1.808060 4.884234
O2 -0.508251 1.831675 6.319517
H7 -1.887850 0.203820 4.902695
H8 -1.885203 1.063517 3.361788
H9 -2.689364 1.767400 4.760957
H10 -0.403718 2.804340 4.475397
H11 0.258518 1.148650 4.492437
H12 -0.048169 2.630638 6.593738
C5 2.809635 -5.387305 1.415347
C6 4.205384 -5.076954 1.060494
O3 4.481889 -5.626138 -0.239933
H13 2.536160 -4.912480 2.357699
H14 2.620788 -6.448958 1.514388
H15 2.137218 -4.988652 0.645874
H16 4.887601 -5.488560 1.804341
H17 4.328881 -3.988622 1.041676
H18 5.431133 -5.776766 -0.292781
C7 -3.259646 -3.684756 -0.465055
C8 -3.125123 -4.090642 -1.926817
O4 -1.983349 -4.950545 -2.154949
H19 -2.354586 -3.140022 -0.170974
H20 -3.360790 -4.536266 0.203799
H21 -4.139707 -3.062205 -0.340512
H22 -3.059258 -3.193803 -2.548227
H23 -3.987530 -4.669972 -2.250972
H24 -1.212791 -4.411953 -1.902315
C9 1.860116 -4.752459 -2.645863
C10 1.673486 -3.401365 -1.994856
O5 0.335388 -3.314948 -1.430496
H25 2.034654 -5.512270 -1.870034
H26 2.643490 -4.729833 -3.412508
H27 0.956337 -4.990195 -3.195938
H28 1.811475 -2.619556 -2.751923
H29 2.419848 -3.225278 -1.221988
H30 0.305037 -2.475514 -0.948012
C11 3.284608 3.846759 0.973601
C12 4.680337 3.223787 0.985771
O6 4.575424 1.988013 1.807867
H31 3.308175 4.745176 0.362652
H32 2.999753 4.097975 1.997470
H33 2.543298 3.220384 0.478439
H34 5.350079 3.937600 1.465059
H35 4.981515 2.984104 -0.037377
H36 5.410149 1.508585 1.781454
C13 4.062138 0.409452 -1.568339
C14 3.103465 1.356488 -2.212505
O7 3.783186 2.557335 -2.520704
H37 3.613251 -0.553892 -1.318097
H38 4.387202 0.796698 -0.599746
H39 4.932320 0.242439 -2.198246
H40 2.299197 1.564889 -1.502801
H41 2.687009 0.897674 -3.121422
H42 3.388093 2.965396 -3.306264
C15 -4.230350 -0.450342 -3.739757
C16 -4.993402 -0.264843 -2.471996
O8 -4.593660 1.004168 -1.870552
H43 -3.165704 -0.380027 -3.519189
H44 -4.531147 0.273950 -4.499307
H45 -4.384260 -1.452997 -4.133252
H46 -4.709089 -1.075551 -1.792228
H47 -6.065249 -0.285789 -2.659233
H48 -5.264876 1.161258 -1.180212
C17 1.406023 5.309105 -2.130639
C18 2.548621 5.414230 -3.099768
O9 2.470385 4.410543 -4.120531
H49 1.432659 4.388132 -1.541692
H50 0.463047 5.323443 -2.686685
H51 1.431743 6.181845 -1.491099
H52 3.508679 5.242692 -2.626793
H53 2.540136 6.426880 -3.517260
H54 2.213121 4.802296 -4.949945
C19 -4.955461 1.549815 1.726220
C20 -6.376621 1.192227 1.396263
O10 -6.569659 1.340193 -0.002968
H55 -4.756331 1.353527 2.772983
H56 -4.779055 2.601420 1.514385
H57 -4.240522 0.955408 1.154451
H58 -7.050262 1.834596 1.968101
H59 -6.553315 0.149558 1.679202
H60 -7.502504 1.209614 -0.202926
C21 -0.929530 -2.369121 -5.019722
C22 -0.241736 -1.086256 -5.227047
O11 0.875239 -1.299994 -6.085149
H61 -1.187530 -2.881625 -5.947046
H62 -1.856837 -2.167667 -4.461316
H63 -0.362210 -3.041978 -4.380331
H64 0.082532 -0.685184 -4.264788
H65 -0.903675 -0.335942 -5.670074
H66 1.345045 -0.467164 -6.184146
C23 1.223780 -1.382882 5.753863
C24 2.291803 -0.352147 6.063204
O12 3.372399 -1.063876 6.774231
H67 1.749852 -2.206973 5.261275
H68 0.496255 -0.977521 5.050663
H69 0.714769 -1.766305 6.633597
H70 1.931815 0.452503 6.696926
H71 2.716340 -0.001353 5.111771
H72 3.974018 -0.416104 7.148027
C25 -1.033615 3.335083 -4.134066
C26 -1.919637 2.388312 -3.404891
O13 -3.246365 2.578665 -3.820411
H73 -1.093590 3.168145 -5.218274
H74 -0.000438 3.198898 -3.804812
H75 -1.270931 4.376819 -3.898733
H76 -1.832801 2.540336 -2.323627
H77 -1.618596 1.366307 -3.661404
H78 -3.830940 2.097081 -3.225204
C27 -1.636495 4.146696 0.644279
C28 -0.582930 4.014939 1.720986
O14 -0.911981 4.720622 2.954530
H79 -1.871624 5.201693 0.530677
H80 -2.559378 3.648851 0.947713
H81 -1.356442 3.753866 -0.332954
H82 0.389384 4.326594 1.341595
H83 -0.499224 2.941196 1.976036
H84 -0.808554 5.666647 2.821558
C29 -1.501837 0.540341 0.028815
C30 -0.523090 0.109658 -1.053187
O15 0.509489 -0.749767 -0.535542
H85 -2.340756 1.134900 -0.319806
H86 -0.981438 1.090991 0.821663
H87 -1.899514 -0.392532 0.429690
H88 -0.045382 0.927678 -1.582936
H89 -1.031375 -0.488368 -1.806468
H90 1.175230 -0.198366 -0.074321
C31 -0.361094 -3.537595 2.512229
C32 -1.675450 -3.609428 3.243317
O16 -2.528129 -4.641363 2.721798
H91 0.281181 -2.827063 3.037244
H92 -0.417801 -3.213685 1.470583
H93 0.080865 -4.537575 2.482502
H94 -2.264086 -2.699416 3.186683
H95 -1.492721 -3.790497 4.305587
H96 -2.048065 -5.477413 2.806012

Atoms 1-2, force components in eV/Å:
C -0.341 0.821 -0.713
C 0.638 0.534 -1.063

The calculation puts the frontier orbital gap at 9.66 eV. The LUMO energy is 0.36 eV. Its charge is 0.


An isolated molecule of C3H8N4 in a non-equilibrium geometry, computed with ωB97M-V/def2-TZVPD.

Cartesian coordinates (Å):
H1 -1.624733 -2.254703 0.095176
N1 -0.794610 -1.915439 -0.423919
C1 -0.044419 -1.003672 0.155938
N2 -0.183949 -0.694302 1.503275
N3 -0.397936 0.608261 2.056958
C2 0.856596 -0.014669 -0.458491
C3 0.370885 0.386340 -1.824901
N4 -0.009450 1.171725 -0.637648
H2 -0.862524 -1.295568 1.792122
H3 -1.115171 1.173523 1.435887
H4 0.451497 1.126513 2.252411
H5 1.953419 0.075196 -0.455359
H6 -0.430468 -0.176510 -2.268351
H7 1.262763 0.732425 -2.451232
H8 0.568100 2.080881 -0.771867

Atoms 1-2, force components in eV/Å:
H 1.068 0.385 0.215
N 1.768 1.750 0.042

The calculation puts the frontier orbital gap at 9.98 eV. The LUMO energy is 0.83 eV. Its charge is 0. Its SMILES is [H]/N=C(\NN)[C@H]1CN1.


A 2-piece molecular cluster, C2H10N4 overall in a non-equilibrium geometry, computed with ωB97M-V/def2-TZVPD.

Cartesian coordinates (Å):
H1 2.473163 -3.394754 -3.090532
N1 2.730244 -2.800762 -2.235886
C1 1.734279 -2.570251 -1.418992
N2 2.088068 -1.821562 -0.259047
H2 0.873712 -3.260803 -1.412359
H3 1.710725 -2.354715 0.458617
H4 2.935482 -1.424330 -0.194855
N3 -1.551558 1.227914 1.769633
C2 -1.464234 1.782501 0.401280
N4 -1.549367 3.210806 0.560278
H5 -1.340215 0.244594 1.718489
H6 -2.586161 1.335605 2.031633
H7 -0.434724 1.562474 0.004677
H8 -2.061981 1.248197 -0.353298
H9 -2.464871 3.376991 0.760663
H10 -1.092563 3.638096 1.259698

Atoms 1-2, force components in eV/Å:
H 0.103 1.038 1.739
N -2.196 -0.035 -1.135

The calculation puts the frontier orbital gap at 10.07 eV. The LUMO energy is 0.81 eV. Its charge is 0. Its SMILES is [H]/N=C/N.NCN.


A 3-piece molecular cluster, C3H4O3S overall in a non-equilibrium geometry, computed with ωB97M-V/def2-TZVPD.

Cartesian coordinates (Å):
C1 2.126055 -2.567015 0.378795
C2 -0.714836 1.248419 1.010468
C3 1.938589 -1.395090 0.128890
O1 0.936942 0.958105 3.021933
O2 3.006274 -0.422316 3.134997
O3 -0.183210 0.979708 -0.100579
S1 1.652180 -0.235122 2.732709
H1 -0.848691 2.273227 1.416928
H2 1.968061 -3.559007 0.344017
H3 -1.138059 0.427933 1.662409
H4 1.815723 -0.329311 0.111548

Atoms 1-2, force components in eV/Å:
C -0.594 3.990 -0.998
C 0.850 -1.463 -2.950

The calculation puts the frontier orbital gap at 9.41 eV. The LUMO energy is -1.08 eV. Its charge is 0.


C29H22FGeIrOS4 as an isolated structure, computed with ωB97M-V/def2-TZVPD.

Cartesian coordinates (Å):
Ir1 -2.013455 -0.845350 1.282173
O1 -1.264650 -5.910444 5.915934
C1 -1.402123 -4.993439 5.091540
S1 -1.460346 -5.340181 3.277353
C2 -1.699541 -3.651264 2.862909
C3 -2.187853 -2.820801 3.854982
S2 -2.580335 -1.183675 3.616800
S3 -2.509365 -3.559007 5.422858
S4 -1.372878 -3.165051 1.251731
C4 -1.329215 -0.650684 -0.580605
Ge1 0.525015 -0.245162 -0.908493
C5 0.854712 0.030308 -2.848448
C6 0.204761 -0.834370 -3.735279
C7 0.404544 -0.757493 -5.103288
C8 1.262033 0.198273 -5.634662
C9 1.902488 1.079940 -4.773105
C10 1.701958 0.990617 -3.403742
C11 1.127540 1.204968 0.310580
C12 0.837552 1.021946 1.665449
C13 1.171447 1.970414 2.617433
C14 1.819582 3.137592 2.237533
C15 2.109162 3.346726 0.898254
C16 1.765991 2.390780 -0.048772
C17 1.675678 -1.795449 -0.398178
C18 2.618828 -1.718220 0.622540
C19 3.268615 -2.855759 1.082470
C20 2.983334 -4.094407 0.528285
C21 2.058351 -4.185033 -0.502730
C22 1.415018 -3.045407 -0.956990
H1 -1.850943 -1.097446 -1.435091
H2 -0.476354 -1.576767 -3.332385
H3 -0.114458 -1.440838 -5.766216
H4 1.432387 0.253154 -6.702925
H5 2.560422 1.841675 -5.176983
H6 2.221251 1.681960 -2.752710
H7 0.336046 0.104843 1.981437
H8 0.911342 1.803349 3.656198
H9 2.088826 3.882550 2.977535
H10 2.593367 4.265278 0.585186
H11 1.995417 2.587243 -1.088843
H12 2.830101 -0.756630 1.078575
H13 3.987423 -2.779347 1.890694
H14 3.457571 -4.988928 0.913318
H15 1.815593 -5.150540 -0.930706
H16 0.666781 -3.128005 -1.738809
F1 -1.381213 5.708763 -0.868877
C23 -1.859428 4.503971 -0.429168
C24 -2.007882 3.468563 -1.328131
C25 -2.510298 2.259203 -0.878271
C26 -2.861242 2.054546 0.465282
C27 -3.411325 0.760383 0.929920
C28 -2.696157 3.139579 1.332769
C29 -2.195030 4.358860 0.898433
H17 -1.734665 3.613675 -2.366713
H18 -2.611333 1.431786 -1.568983
H19 -4.106153 0.371108 0.182029
H20 -3.954725 0.900356 1.869029
H21 -2.958287 3.019615 2.378272
H22 -2.053881 5.187673 1.581606

Atoms 1-2, force components in eV/Å:
Ir -0.240 -0.382 -0.180
O -0.180 -0.112 -0.009

Its spin multiplicity is 5. The calculation puts the frontier orbital gap (alpha / beta) at 3.32 / 5.72 eV. The LUMO energy (alpha / beta) is 4.19 / 4.08 eV. Its charge is -2.


An isolated molecule of C9H8N2O in a non-equilibrium geometry, computed with ωB97M-V/def2-TZVPD.

Cartesian coordinates (Å):
C1 -1.485455 2.474599 1.436401
N1 -1.124379 1.242288 0.754366
C2 -2.035389 0.315241 0.288521
N2 -1.706690 -0.749519 -0.345321
C3 -0.414586 -1.010945 -0.572645
C4 0.051054 -2.099398 -1.303650
C5 1.418463 -2.371307 -1.437895
C6 2.360440 -1.477809 -1.001710
C7 1.895136 -0.324433 -0.415200
C8 0.525828 -0.146267 -0.061931
C9 0.251956 1.008563 0.748101
O1 0.995780 1.784478 1.285578
H1 -2.595806 2.613798 1.240448
H2 -0.791477 3.280517 1.017527
H3 -1.304710 2.338268 2.558888
H4 -3.085905 0.687693 0.448410
H5 -0.650897 -2.932139 -1.539535
H6 1.613493 -3.256607 -1.935260
H7 3.420053 -1.831158 -1.096747
H8 2.663091 0.454139 -0.068344

Atoms 1-2, force components in eV/Å:
C -0.678 0.259 0.519
N 0.035 -0.036 0.664

The calculation puts the frontier orbital gap at 9.26 eV. The LUMO energy is 0.49 eV. Its charge is 0. Its SMILES is Cn1cnc2ccccc2c1=O.


ΔE to the lowest compared entry with this formula, charge and spin: 1.372; 4.062; 2.215; 5.054; 0.474; 0.527 (eV)